1.
Below is one molecule with the formula C5H8O, with properties calculated with ωB97M-V/def2-TZVPD.

```
14
Properties=species:S:1:pos:R:3:forces:R:3
H -0.49639 -2.38122 -1.17832 -0.0328 0.1466 -0.0195
C 1.38868 0.07373 -0.18444 -0.3908 -0.3455 -0.2023
H 2.18599 1.93538 0.40085 0.0553 -0.1093 -0.0222
H -3.23901 0.34395 -0.10431 0.0359 -0.0013 0.0366
C 0.48486 -0.59218 -0.62265 0.3618 0.3482 0.2350
C 2.48229 0.88399 0.34524 0.0415 0.0408 0.0678
C -0.67775 -1.30228 -1.17765 0.2399 -0.1348 -0.1846
O -1.87160 -1.10255 -0.45942 -0.0264 -0.0422 0.0142
C -2.15888 0.25817 -0.21828 -0.0787 0.2272 0.0328
H -0.80617 -0.98012 -2.22379 -0.0076 -0.0425 0.1162
H -1.66764 0.60590 0.69750 -0.0184 0.0087 -0.1115
H 2.75851 0.55706 1.35156 -0.0050 0.0246 -0.1253
H 3.36410 0.80988 -0.29735 -0.0991 0.0117 0.0868
H -1.83619 0.90164 -1.04945 -0.0757 -0.1321 0.0757
```
Forces are in eV/Å.

Properties
HOMO level in eV: -9.517
Multiplicity: 1
Energy above the lowest of the compared OMol25 structures with the same formula, charge and spin in kJ/mol: 237.5
Structure (SMILES): CC#CCOC
Electronic energy in Eh: -270.4674
Gap between HOMO and LUMO in eV: 10.5

***

2.
Below is one molecule with the formula C5H8O in a non-equilibrium geometry, with properties calculated with ωB97M-V/def2-TZVPD.

```
14
Properties=species:S:1:pos:R:3:forces:R:3
C -0.64436 -0.82683 -0.47563 -0.1251 -0.1902 0.0735
C -1.20628 0.45924 0.15178 -0.1135 -0.0796 0.0041
H -0.73917 -0.76771 -1.56927 -0.1717 -0.0913 0.2543
H -0.23730 2.50579 0.17884 0.5416 -0.4182 -0.2732
C -0.04366 1.43878 0.01658 0.1663 -0.4071 -0.1356
H -2.10575 0.80659 -0.36726 0.1119 0.0343 0.1529
H 2.09457 0.87607 -0.56814 0.2991 1.5770 0.2731
H 1.45844 -1.34564 -0.85376 -0.2128 0.2420 0.0230
H -1.47286 0.30159 1.20757 -0.0569 0.1005 -0.1785
H -1.08137 -1.75647 -0.11304 -0.1501 0.0449 -0.0188
O 1.23773 -1.16419 1.11967 -0.3024 -0.0292 0.2749
C 1.06794 0.75251 -0.28502 -0.0621 -0.6495 -0.1365
C 0.83871 -0.74132 -0.17858 -0.0988 0.0337 -0.3687
H 0.83335 -0.53838 1.73627 0.1744 -0.1673 0.0553
```
Forces are in eV/Å.

Properties
HOMO level in eV: -9.647
Multiplicity: 1
Energy above the lowest of the compared OMol25 structures with the same formula, charge and spin in kJ/mol: 109.6
Structure (SMILES): O[C@@H]1C=CCC1
Electronic energy in Eh: -270.5162
Gap between HOMO and LUMO in eV: 10.7

***

3.
Below is one molecule with the formula C5H8O in a non-equilibrium geometry, with properties calculated with ωB97M-V/def2-TZVPD.

```
14
Properties=species:S:1:pos:R:3:forces:R:3
H -1.94906 0.04909 -0.76818 0.2235 -0.0207 0.1346
H 0.30748 0.72912 -1.50912 0.1342 -0.2538 -0.1293
H 1.44484 -0.14261 1.25775 -0.1611 0.0623 -0.1953
C -0.17063 -1.30297 -0.70427 0.0104 -0.3311 -0.1560
C 0.30442 0.12598 -0.60726 0.0701 0.0205 -0.3085
C -1.32066 1.06768 1.61042 -0.9924 -0.0866 0.6777
H 0.24687 -1.98533 0.03040 -0.0001 0.0549 -0.1580
C -1.08634 -0.26877 -0.18370 0.2450 0.1507 -0.4671
H 2.39019 0.07543 -0.21683 -0.1440 0.1102 0.1506
C 1.48655 0.40771 0.31165 -0.0825 -0.0104 0.0051
H -1.55969 1.67519 0.68787 0.4636 0.0354 0.2229
O -1.31738 -0.17699 1.21598 0.4408 0.5446 0.2117
H 1.61937 1.46925 0.55087 -0.1977 -0.1399 -0.0794
H -0.39597 -1.72277 -1.67557 -0.0097 -0.1362 0.0910
```
Forces are in eV/Å.

Properties
HOMO level in eV: -8.547
Multiplicity: 1
Energy above the lowest of the compared OMol25 structures with the same formula, charge and spin in kJ/mol: 441.8
Electronic energy in Eh: -270.3896
Gap between HOMO and LUMO in eV: 9.2

***

4.
Below is one molecule with the formula C5H8O2 in a non-equilibrium geometry, with properties calculated with ωB97M-V/def2-TZVPD.

```
15
Properties=species:S:1:pos:R:3:forces:R:3
O -1.21365 -0.78719 0.46058 -0.2585 -0.6258 -0.1431
C 0.67217 0.94475 1.76637 0.1413 -0.1445 -0.3763
H -0.71703 1.56514 0.24529 0.5316 -0.3066 -0.5096
O -1.19257 -1.91021 -2.74713 0.1950 0.1629 0.4970
H 1.51056 -0.46673 -0.46617 -0.1759 -0.5621 0.1155
C 0.32754 1.20513 0.25084 0.3867 -0.1438 -0.7858
C 0.57825 -0.04535 -0.84870 -0.2208 0.6319 1.1378
H 1.50600 0.24741 1.88694 -0.0103 0.0019 -0.0948
C -0.60950 -0.90455 -0.58614 -0.2753 -0.0355 0.7580
H 0.96567 2.00718 -0.09799 0.0983 0.2870 -0.0484
H 0.76994 -0.03374 -1.96593 -0.4787 1.2092 1.2035
C -1.32948 -1.84396 -1.55446 0.0100 -0.2110 -0.4530
H 0.98418 1.87765 2.26906 -0.0975 -0.2043 -0.4949
H -2.09441 -2.40921 -0.98461 0.0287 -0.0695 -0.2126
H -0.15768 0.55368 2.37205 0.1253 0.0103 -0.5932
```
Forces are in eV/Å.

Properties
HOMO level in eV: -9.835
Multiplicity: 1
Energy above the lowest of the compared OMol25 structures with the same formula, charge and spin in kJ/mol: 179.8
Structure (SMILES): CCCC(=O)C=O
Electronic energy in Eh: -345.7365
Gap between HOMO and LUMO in eV: 9.5